Molecular formula: C4H8O2
Method: DFT, ωB97M-V with the def2-TZVPD basis set

```
14
C4H8O2 ωB97M-V with the def2-TZVPD basis set
H -0.67761 -2.38691 1.73460
C -0.04300 -0.97308 -0.13727
H -1.19312 -1.03208 2.83277
C 0.97286 1.11863 -1.35206
C 0.38423 -0.30338 -1.27515
H -0.17615 -2.16660 -0.19624
C -1.16415 -1.23812 1.78048
H 1.06346 1.64814 -2.29532
H 2.04669 1.15063 -1.18717
H -2.25271 -1.23883 1.50978
H 0.52114 -0.65842 -2.22657
O -0.42626 -0.31685 0.99346
H 0.28999 1.25407 0.40105
O 0.36109 1.79257 -0.32706
```

As for the LUMO energy: 0.88 eV. Its total charge is 0. For the energy above the lowest of the compared OMol25 structures with the same formula, charge and spin, the calculation gives 392.9 kJ/mol. Its SMILES is CO/C=C\CO.

=====

Molecular formula: C7H12NO2
Method: DFT, ωB97M-V with the def2-TZVPD basis set

```
22
C7H12NO2 ωB97M-V with the def2-TZVPD basis set
H -1.03828 0.37466 -1.10104
C -0.77869 -0.48142 0.73363
H 2.46248 2.46497 -0.59083
H 1.37041 -0.62955 1.66743
C 0.55509 1.94188 0.96273
O -0.23035 1.67198 1.96207
C -1.45590 0.50156 -0.18549
H -0.58382 -2.49662 0.88611
H 1.19462 -1.02088 -0.05192
H 2.00674 1.07981 -1.78339
H -2.14952 -1.96388 0.47562
H -1.21722 3.50460 1.18625
C 2.15280 1.37554 -0.73258
H -2.52709 0.10223 -0.33260
N 1.08059 1.00702 0.16234
C 0.81655 -0.34487 0.74719
H -1.13831 -0.52192 1.70602
H -0.81773 -2.14149 -0.84246
C -0.82102 2.47195 0.87744
C -1.12720 -1.91993 0.22617
H 3.04861 0.74108 -0.48820
O -1.68136 1.86485 0.10605
```

As for the LUMO energy: -5.58 eV. Its total charge is +1. For the energy above the lowest of the compared OMol25 structures with the same formula, charge and spin, the calculation gives 478.6 kJ/mol. Its SMILES is C[C@@H]1CO[C@H]2OC2=[N+](C)C1.

=====

Molecular formula: C59H99NO38
Method: DFT, ωB97M-V with the def2-TZVPD basis set

```
197
C59H99NO38 ωB97M-V with the def2-TZVPD basis set
O 3.47882 -1.24517 4.80227
H 2.60708 -2.53979 3.44607
H -7.31950 -0.25349 0.12127
H 7.52804 2.81723 -1.40032
C -0.40988 -0.67458 -0.19147
C -5.06756 4.45466 0.73269
C -3.82367 -4.09803 -0.49739
H 0.30117 1.11584 0.83414
C 7.00117 1.85795 -1.68763
H -2.80994 1.66351 -2.85788
H -3.16379 -2.12341 -1.23827
C -5.12187 0.96051 0.79040
C 3.92245 1.03682 -3.05811
H 5.87799 3.02989 -3.77528
H 5.06745 -1.82755 3.40888
H -1.67468 3.48022 4.42479
H 6.62514 -3.07323 2.15050
C 1.64700 3.05820 -2.22397
H -0.24383 -0.10878 -5.80110
C -3.50807 -1.48212 6.97652
C 4.27669 -0.46667 0.49155
O 3.64277 4.00870 3.76046
H -4.18838 -3.75609 8.05780
O 2.56657 2.67944 -1.15434
C 0.03415 -0.11604 -1.52557
H -4.44316 1.37086 0.10916
H -3.56362 -5.08381 -0.88927
O 0.93521 3.64510 -5.06835
O 3.78890 0.91686 -6.21162
C -1.56038 -1.35727 5.83503
H -0.33925 3.52061 5.63339
H 2.11863 -0.94317 1.71282
H -0.39351 4.95879 -2.93846
H -2.40687 -0.12606 -4.19050
O 3.93624 2.32470 -3.52738
H -4.42333 3.60412 2.49349
C -0.00670 2.76327 -5.43679
H -2.93964 5.54668 3.30549
H 3.61532 -0.26420 6.59804
C -3.21670 -3.86617 7.56919
O 3.63343 -6.20566 0.33026
O -4.62669 1.13079 -2.01571
C 0.76022 -0.37560 -5.41092
C -3.68007 1.13864 -3.14137
H -5.06663 1.11703 -4.66823
C 2.44864 4.01446 3.78433
H -2.68508 -0.61415 -2.47242
O 0.06968 2.55552 -6.74138
H -1.51536 -0.94756 -0.34041
H -5.65568 5.37512 0.81436
O 2.63332 -4.35456 1.10877
H -4.39648 -1.00568 0.46846
H 0.83829 -0.54804 -4.36087
H 1.95209 4.12274 -9.18996
C -1.70195 -3.35430 2.32909
H -4.54628 -1.25890 6.76379
H -3.94522 -0.85312 -3.79575
H 0.48496 -3.26709 2.22636
H 6.90533 -1.44519 1.89567
H 7.51816 1.64432 -2.62176
H -0.41467 -0.05180 1.91583
H -2.47955 -3.48956 8.27287
H 5.33216 -0.40715 0.21611
C 0.35053 3.58119 -1.51710
O -3.40814 -3.37599 -2.79174
H -6.34740 -1.27814 -0.96869
H 4.15502 -2.65426 2.12608
C 1.64304 4.14821 -6.23760
O -4.66099 1.25633 2.17072
C -3.62346 5.70655 2.44670
C -4.02583 4.36009 1.84810
O -5.36746 -0.85012 2.27073
O -4.59712 0.19334 4.09246
C -4.85283 0.19790 2.91728
C 1.25363 3.17049 -7.30125
H 1.68873 -3.70695 -5.96011
C 2.80204 -0.56545 2.52446
H -3.14459 6.35453 1.73098
C 5.15079 2.94485 -3.01026
C -6.53493 -1.00766 0.10548
H 4.89957 3.88312 -2.59441
C 2.30154 -6.09287 -0.35338
O -6.21129 2.60145 -1.37968
H -6.10505 1.38381 0.67024
C 3.70851 -5.26080 1.19739
H 3.91257 -1.38946 -1.33512
C -0.32173 -3.36079 2.91611
C -2.42077 -2.06792 2.24887
O 2.53709 2.73999 1.10701
C 4.91358 0.53640 2.57841
O -2.93524 3.72362 1.14499
O -2.43809 -4.25209 3.29311
H -0.58913 0.69929 -1.84924
O -1.21548 -3.31594 -2.88173
H -0.48002 2.84379 -1.59446
O 0.77959 3.46000 -0.12741
H 0.82864 5.57495 -1.90507
H 1.53615 -7.98021 0.45279
O -2.62974 3.14071 -1.00635
H 2.61769 0.44123 2.86604
O 1.78475 5.13563 3.42484
O -0.32538 -4.70996 3.47494
H 5.08867 2.26984 -0.94421
C 1.27812 -6.92471 0.34431
H 2.54709 -1.63281 -0.20226
H 1.22413 -1.59525 -7.25704
H -3.68649 -3.29853 5.58587
H -1.71668 -3.89126 1.40145
H -3.36755 -1.37945 8.03676
O -4.24840 4.53121 -0.44754
C 1.03192 3.76130 -8.67259
H -3.81617 2.47610 -4.82265
C 5.58237 1.96632 -1.88056
H 2.37425 -6.34537 -1.36772
C -3.10350 -0.28359 -3.42161
H -1.90570 -1.44411 1.53722
H 4.46838 1.39351 2.11703
C 2.63873 -1.49771 3.71897
H 6.17352 -2.38908 0.54172
H 0.15447 -2.97970 -5.31410
H 2.05297 3.83653 -2.86682
O 0.35755 -1.75909 0.23499
C 0.30175 3.35463 3.61992
O -5.40424 2.61985 -3.47829
H 0.33186 -6.93179 -0.19490
H -2.42812 -1.61001 3.22908
O -1.71936 -2.67266 6.01362
H 7.12866 1.00542 -1.04483
H 2.77533 0.67953 5.24736
C -2.32234 -3.38794 -3.60835
N 4.21543 -0.59670 1.97017
C -1.54568 -5.07845 3.84687
H -5.73090 3.60312 0.62693
C 4.88956 -1.91689 2.34874
C -1.44087 -3.48301 -1.39916
O -2.57446 -0.62684 6.31786
H -0.05715 -1.03347 -2.13451
H -3.42975 -2.20582 1.93746
O -2.44364 -3.37295 -4.80951
H 1.09585 0.24658 -1.57444
H 5.95453 0.45584 2.32414
H 0.39172 4.61725 -8.61251
H -1.25718 -4.56209 -1.14994
H 0.57766 3.07731 -9.35938
C 1.41434 -1.54759 -6.13872
H 3.82160 0.50015 0.29053
H 1.70377 -2.90973 -4.45264
H -1.45642 0.95486 0.83258
O 5.00292 0.74297 -2.32268
H 1.11042 -6.52647 1.36074
C 1.93054 -4.64283 -0.11752
O -1.90370 -5.92419 4.60383
H 1.59355 -1.36801 4.07876
C 6.22593 -2.20767 1.61669
O -0.78641 2.29214 -4.60678
C -3.12791 -2.83129 6.45198
H 0.05491 5.11401 2.31490
H -4.91267 -3.95600 -0.61819
O -0.57745 -0.84521 5.26632
H -3.03517 -4.88399 7.38424
C -4.45131 1.85593 -4.18252
O 1.62361 0.73857 -5.67755
H -3.48892 -3.97276 0.54203
H 2.68847 4.20826 -6.00533
H -0.78035 5.39084 -1.26034
O 4.49023 -5.11414 2.07190
H 4.77866 0.44459 3.62227
O 2.84334 -1.11898 -6.17996
C 0.38210 4.85191 3.34130
C 2.92867 -0.30858 5.71778
H -0.19411 -2.64538 3.71604
C -3.25427 3.70896 -0.14635
C -5.47279 2.15162 -2.21246
H 1.93868 2.34533 -7.43921
H -0.77993 1.98435 4.77398
H 4.11014 -2.57959 -0.18710
H 2.23118 -4.00576 -0.92112
H 1.45334 2.11972 -2.82364
C -5.30199 -0.55794 0.85652
H -0.76753 -2.80358 -0.83173
O 1.59265 2.98318 4.09663
H 0.81781 -4.52085 -0.06272
O 3.09436 0.23347 -3.38510
H 0.09182 2.81819 2.68370
C 3.66221 -1.60634 -0.30551
H -0.15626 5.45785 4.06554
C -2.96467 -3.18850 -1.42428
C -0.49034 0.39164 0.93925
C -0.68375 3.08815 4.66396
C 1.23845 -2.83761 -5.44428
C -0.04330 4.93220 -1.92018
H 1.93454 -0.49984 6.15268
C 2.83958 0.19426 -6.08339
H 1.25524 5.15504 -6.50205
H -6.90123 -1.86244 0.68755
H -4.56637 6.12288 2.87436
C 1.96962 2.95159 0.06633
```

As for the LUMO energy: 0.33 eV. Its total charge is 0.